# 1
The following is a quantum chemistry calculation of a molecular structure, C15H21N6PdSi, from OMol25.

Each line ends with the natural charge from an NBO analysis.
Cartesian coordinates (Å):
1 Pd 0.030 -0.355 -0.239  -0.009
2 N -1.891 -1.034 3.047  -0.539
3 C -2.284 -2.187 2.404  -0.120
4 C -2.197 -1.915 1.077  -0.074
5 N -1.726 -0.635 0.876  -0.450
6 C -1.545 -0.122 2.082  0.299
7 C -1.213 1.252 2.444  0.292
8 N -0.557 2.145 1.750  -0.391
9 C -0.545 3.281 2.513  -0.083
10 C -1.201 3.080 3.691  -0.130
11 N -1.628 1.773 3.643  -0.529
12 H -1.654 -0.967 4.020  0.406
13 H -2.569 -3.074 2.941  0.211
14 H -2.411 -2.561 0.244  0.219
15 H -0.042 4.171 2.172  0.208
16 H -1.387 3.712 4.542  0.206
17 H -2.234 1.329 4.309  0.404
18 C 0.671 2.344 -1.866  -0.643
19 C 1.869 1.907 -1.064  0.253
20 C 2.874 2.813 -0.783  -0.385
21 C 3.958 2.365 -0.016  -0.176
22 C 4.014 1.062 0.379  -0.318
23 C 2.990 0.122 0.009  0.438
24 N 1.889 0.626 -0.664  -0.596
25 N 3.160 -1.143 0.322  -1.106
26 Si 2.751 -2.595 -0.423  1.803
27 C 3.252 -2.585 -2.254  -1.126
28 C 1.048 -3.434 -0.446  -1.131
29 C 3.802 -3.925 0.429  -1.111
30 H 0.905 2.336 -2.935  0.201
31 H 0.367 3.357 -1.593  0.199
32 H -0.156 1.656 -1.681  0.241
33 H 2.797 3.837 -1.124  0.190
34 H 4.757 3.049 0.255  0.186
35 H 4.844 0.673 0.954  0.203
36 H 2.519 -2.025 -2.841  0.230
37 H 3.307 -3.601 -2.657  0.206
38 H 4.224 -2.104 -2.387  0.222
39 H 0.252 -2.856 -0.928  0.235
40 H 0.702 -3.725 0.549  0.216
41 H 1.182 -4.354 -1.034  0.207
42 H 4.848 -3.615 0.478  0.222
43 H 3.742 -4.885 -0.093  0.202
44 H 3.454 -4.079 1.455  0.216

Results
frontier orbital gap = 5.062 eV
HOMO energy = -0.0953 Eh
charge = -1

***

# 2
The following is a quantum chemistry calculation of C7H13NO in the gas phase, from OMol25.

Each line ends with the natural charge from an NBO analysis.
Cartesian coordinates (Å):
1 C 1.492 -1.965 0.357  -0.652
2 C 1.863 -0.553 0.043  -0.156
3 C 1.040 0.488 0.111  -0.069
4 C 1.469 1.891 -0.212  -0.629
5 C -0.379 0.352 0.539  0.175
6 O -0.634 0.552 1.895  -0.696
7 C -1.383 0.109 -0.308  0.111
8 C -2.812 0.006 0.129  -0.644
9 N -1.170 0.012 -1.695  -0.823
10 H 0.451 -2.035 0.662  0.226
11 H 1.649 -2.600 -0.516  0.215
12 H 2.123 -2.351 1.159  0.217
13 H 2.891 -0.400 -0.263  0.193
14 H 0.878 2.268 -1.046  0.223
15 H 2.524 1.932 -0.473  0.209
16 H 1.287 2.548 0.638  0.214
17 H 0.213 0.626 2.345  0.480
18 H -2.879 0.185 1.197  0.240
19 H -3.210 -0.984 -0.093  0.206
20 H -3.416 0.743 -0.398  0.217
21 H -1.794 -0.650 -2.138  0.367
22 H -0.205 -0.173 -1.934  0.377

Results
frontier orbital gap = 8.212 eV
HOMO energy = -0.2700 Eh
structure (SMILES) = C/C=C(C)\C(O)=C(\C)N
charge = 0

***

# 3
The following is a quantum chemistry calculation of C2H6N2O in the gas phase, from OMol25.

Each line ends with the natural charge from an NBO analysis.
Cartesian coordinates (Å):
1 C -1.444 -0.536 -0.241  -0.454
2 N -0.749 0.915 0.196  -0.414
3 C 0.484 1.033 0.109  0.168
4 N 1.408 0.161 -0.481  -0.342
5 O 1.133 -1.090 0.215  -0.555
6 H -0.873 -1.056 -1.046  0.221
7 H -2.392 -0.244 -0.542  0.193
8 H -1.687 -1.051 0.816  0.208
9 H 0.847 2.095 0.167  0.169
10 H 2.368 0.566 -0.302  0.353
11 H 0.905 -0.793 1.106  0.452

Results
frontier orbital gap = 10.374 eV
HOMO energy = -0.3551 Eh
structure (SMILES) = C/N=C\NO
charge = 0

***

# 4
The following is a quantum chemistry calculation of 2 unconnected molecules or ions with the total composition C3H6NO2, from OMol25.

Each line ends with the natural charge from an NBO analysis.
Cartesian coordinates (Å):
1 C 0.064 0.366 -0.300  0.179
2 C -0.839 -0.550 1.625  -0.668
3 C 1.323 -0.338 -0.616  -0.715
4 N -0.680 1.092 -1.055  0.306
5 O -0.118 1.529 -2.168  -0.682
6 O -1.803 1.566 -0.817  -0.591
7 H -0.489 -0.113 2.531  0.167
8 H -1.884 -0.588 1.564  0.184
9 H -0.331 -1.504 1.525  0.165
10 H 2.052 -0.152 0.174  0.204
11 H 1.714 0.098 -1.595  0.254
12 H 0.992 -1.406 -0.868  0.196

Results
frontier orbital gap = 7.116 eV
HOMO energy = -0.1080 Eh
charge = -1

***

# 5
The following is a quantum chemistry calculation of a molecular structure, C28H27CoN3SSi, from OMol25.

Each line ends with the Mulliken spin population.
Cartesian coordinates (Å):
1 C 0.299 1.347 0.580  0.057
2 C 0.507 1.691 -0.793  0.052
3 C -0.771 1.890 -1.400  0.081
4 H 1.484 1.815 -1.251  0.007
5 C -1.778 1.671 -0.408  0.064
6 C -1.119 1.351 0.827  0.042
7 H -1.609 1.103 1.768  0.005
8 H 1.073 1.127 1.306  0.010
9 H -0.936 2.194 -2.433  -0.015
10 H -2.848 1.729 -0.581  0.007
11 Co -0.635 0.070 -0.563  2.567
12 C 0.354 -0.623 -3.318  0.196
13 H -0.402 0.130 -3.027  -0.077
14 H 0.458 -1.376 -2.519  0.000
15 H 1.301 -0.088 -3.435  0.017
16 Si -0.155 -1.333 -4.900  -0.052
17 C 1.382 -1.381 -5.963  -0.003
18 C 2.193 -0.228 -6.028  -0.011
19 H 1.879 0.706 -5.543  -0.001
20 C 3.430 -0.267 -6.691  0.007
21 H 4.063 0.625 -6.695  -0.002
22 C 3.858 -1.442 -7.320  0.005
23 H 4.829 -1.471 -7.823  0.000
24 C 3.046 -2.582 -7.268  0.033
25 H 3.385 -3.503 -7.742  0.000
26 C 1.819 -2.556 -6.592  0.166
27 H 1.200 -3.455 -6.537  0.002
28 C -1.422 -0.277 -5.765  -0.086
29 C -1.197 0.161 -7.083  -0.014
30 H -0.358 -0.243 -7.662  0.000
31 C -2.015 1.141 -7.658  0.002
32 H -1.810 1.489 -8.671  0.000
33 C -3.085 1.691 -6.943  0.003
34 H -3.708 2.472 -7.386  0.000
35 C -3.337 1.231 -5.646  0.022
36 H -4.178 1.638 -5.081  0.001
37 C -2.515 0.266 -5.052  0.098
38 H -2.710 -0.049 -4.020  0.021
39 H -0.901 -2.629 -3.993  0.289
40 H -0.412 -3.023 -4.576  0.275
41 N 0.273 -2.992 3.005  0.001
42 C 0.804 -2.210 4.025  -0.001
43 C 0.921 -2.454 5.385  0.001
44 C 1.128 -1.350 6.238  -0.001
45 C 1.223 -0.047 5.711  0.001
46 C 1.123 0.187 4.331  0.002
47 C 0.881 -0.901 3.480  -0.001
48 N 0.434 -0.932 2.174  0.008
49 C 0.028 -2.196 1.915  0.007
50 C -0.687 -2.671 0.756  0.026
51 C -1.220 -3.934 0.597  0.010
52 S -2.189 -4.066 -0.800  0.065
53 C -1.873 -2.416 -1.191  0.246
54 N -1.063 -1.793 -0.289  0.023
55 H 0.090 -3.986 3.065  0.000
56 H 0.828 -3.477 5.757  0.000
57 H 1.216 -1.495 7.319  0.000
58 H 1.369 0.794 6.394  0.000
59 H 1.175 1.179 3.884  -0.001
60 H -1.069 -4.745 1.292  -0.001
61 H -2.321 -1.872 -2.019  -0.154

Results
frontier orbital gap (spin up / spin down) = 4.649 / 7.415 eV
HOMO energy (spin up / spin down) = -0.2828 / -0.4028 Eh
⟨S²⟩ = 6.014
multiplicity = 5
charge = +1